[1]
{
  "formula": "C6H14N2O2",
  "method": "the ωB97M-V functional and the def2-TZVPD basis",
  "elements": ["C", "C", "C", "C", "C", "C", "N", "N", "O", "O", "H", "H", "H", "H", "H", "H", "H", "H", "H", "H", "H", "H", "H", "H"],
  "positions_angstrom": [[-0.41, 0.04, 3.48], [-0.44, 0.24, -2.12], [-2.01, -0.21, -0.25], [1.93, -1.56, -0.11], [0.17, 1.79, 0.53], [-0.63, -0.41, -0.76], [1.71, -0.14, -0.04], [0.32, 0.10, 0.28], [-0.72, 1.12, 3.61], [-0.05, -1.02, 3.37], [-1.45, 0.30, -2.70], [-0.24, 1.30, -1.94], [0.37, -0.23, -2.56], [-2.30, 0.79, -0.25], [-1.96, -0.47, 0.83], [-2.67, -0.76, -0.89], [1.63, -2.17, 0.71], [1.55, -1.97, -1.03], [3.00, -1.74, -0.19], [0.98, 1.91, 1.22], [0.64, 2.29, -0.39], [-0.79, 1.89, 0.93], [-0.46, -1.52, -0.89], [1.84, 0.47, -0.87]],
  "homo_energy_ev": -8.25,
  "relative_energy_kcal_mol": 85.1,
  "smiles": "CNN(C)C(C)C.O=C=O",
  "total_energy_ha": -496.9220
}

---

[2]
{
  "formula": "C3H10N2O",
  "method": "the ωB97M-V functional and the def2-TZVPD basis",
  "elements": ["N", "C", "C", "O", "C", "N", "H", "H", "H", "H", "H", "H", "H", "H", "H", "H"],
  "positions_angstrom": [[-1.37, 0.31, -1.03], [-0.33, 0.38, -0.02], [0.96, 0.91, -0.63], [0.66, 2.27, -0.98], [-0.01, -1.16, 0.42], [0.71, -1.23, 1.69], [-2.30, 0.07, -0.68], [-1.10, -0.47, -1.63], [-0.61, 0.76, 0.96], [1.49, 0.42, -1.44], [1.68, 0.92, 0.20], [-0.26, 2.24, -1.29], [0.67, -1.58, -0.36], [-0.97, -1.69, 0.37], [0.20, -1.83, 2.34], [0.58, -0.30, 2.09]],
  "homo_energy_ev": [-15.31, -14.80],
  "relative_energy_kcal_mol": 70.0,
  "total_charge": 1,
  "spin_multiplicity": 2,
  "total_energy_ha": -304.6737
}

---

[3]
{
  "formula": "C36H26F12N3O3ReS2",
  "method": "the ωB97M-V functional and the def2-TZVPD basis",
  "elements": ["Re", "C", "C", "N", "N", "C", "S", "S", "C", "C", "C", "C", "C", "C", "C", "C", "C", "C", "C", "C", "C", "O", "H", "H", "H", "H", "H", "H", "H", "H", "H", "H", "H", "H", "H", "H", "C", "C", "C", "C", "C", "N", "C", "C", "C", "C", "C", "C", "C", "C", "O", "C", "F", "F", "F", "C", "F", "F", "F", "C", "C", "C", "O", "C", "F", "F", "F", "C", "F", "F", "F", "H", "H", "H", "H", "H", "H", "H", "H", "H", "H", "H", "H"],
  "positions_angstrom": [[0.66, 0.50, -0.05], [1.14, -0.09, 4.40], [1.27, -0.33, 2.93], [0.57, 0.42, 2.12], [-0.26, 1.32, 2.76], [-0.56, 2.48, 2.59], [0.42, 2.84, -0.49], [-1.12, 3.93, 2.51], [-6.01, 2.51, 2.43], [-5.77, 1.20, 2.32], [-4.87, 0.67, 1.25], [-5.08, -0.71, 0.86], [-5.78, -1.55, 1.67], [-6.33, -1.09, 2.92], [-6.34, 0.22, 3.22], [2.17, -1.34, 2.42], [2.63, -2.38, 3.26], [3.51, -3.34, 2.79], [3.97, -3.27, 1.48], [3.55, -2.26, 0.64], [2.64, -1.32, 1.10], [2.27, -0.33, 0.28], [1.39, 0.95, 4.61], [1.81, -0.71, 4.98], [0.11, -0.25, 4.72], [-5.59, 3.22, 1.73], [-6.65, 2.89, 3.21], [-4.79, 1.37, 0.42], [-4.67, -1.07, -0.07], [-5.95, -2.57, 1.36], [-6.80, -1.81, 3.57], [-6.82, 0.58, 4.13], [2.28, -2.46, 4.27], [3.83, -4.13, 3.44], [4.67, -4.01, 1.12], [3.91, -2.18, -0.38], [-3.54, 4.88, -3.38], [-2.90, 3.77, -2.61], [-3.72, 2.63, -2.21], [-3.28, 1.63, -1.42], [-1.93, 1.64, -0.95], [-1.45, 0.91, 0.01], [-2.23, 0.15, 0.93], [-3.11, 0.85, 1.85], [-3.29, 0.26, 3.15], [-3.12, -1.08, 3.33], [-3.48, -1.78, 4.61], [-2.62, -1.80, 2.24], [-2.02, -1.19, 1.11], [-1.16, -1.98, 0.13], [-0.09, -1.29, -0.39], [-2.07, -2.37, -1.08], [-3.22, -2.94, -0.67], [-1.46, -3.18, -1.92], [-2.42, -1.24, -1.74], [-0.59, -3.28, 0.76], [-1.52, -4.24, 0.90], [0.40, -3.77, 0.04], [-0.11, -3.01, 1.99], [-0.96, 2.54, -1.68], [-1.58, 3.71, -2.37], [0.12, 1.75, -2.56], [0.33, 0.54, -1.94], [1.28, 2.68, -2.14], [2.48, 2.14, -2.14], [2.05, 1.98, 0.51], [1.33, 3.87, -2.74], [-0.18, 1.52, -4.04], [-1.35, 0.87, -4.14], [0.77, 0.79, -4.60], [-0.29, 2.68, -4.70], [-4.49, 5.17, -2.94], [-3.74, 4.56, -4.40], [-2.90, 5.76, -3.42], [-4.74, 2.59, -2.58], [-3.90, 0.78, -1.20], [-3.01, 1.93, 1.85], [-3.69, 0.88, 3.94], [-3.80, -1.06, 5.37], [-2.64, -2.35, 5.00], [-4.31, -2.48, 4.44], [-2.58, -2.88, 2.33], [-0.92, 4.47, -2.75]],
  "homo_energy_ev": [-14.01, -14.06],
  "total_charge": 2,
  "total_energy_ha": -3849.8586
}